1.
46
Properties=species:S:1:pos:R:3:forces:R:3 method="wB97M-V/def2-TZVPD" spin_multiplicity=1 total_charge=0 homo_energy_ha=-0.3120
O -3.699852 -1.107657 1.957330 -0.0389 0.0240 0.0895
C -4.214422 -1.056683 0.868999 0.0190 -0.4893 -0.0011
O -4.855691 -0.005347 0.378131 -0.4876 0.0386 -0.2800
C -4.649509 1.246985 1.050076 0.2682 0.2311 0.3076
C -3.279876 1.735740 0.656199 -0.1725 -0.0199 0.0224
C -3.067607 2.192608 -0.639466 0.0471 0.0429 0.2345
C -1.793652 2.501877 -1.075361 0.0670 0.0458 -0.0390
C -0.731866 2.344513 -0.202991 0.1122 0.0639 0.0104
C -0.919532 1.897469 1.092506 0.1071 0.0682 -0.0305
C -2.199827 1.589237 1.516821 -0.0512 0.0621 -0.0409
H -2.355205 1.215118 2.517396 -0.0444 -0.0563 0.0843
H -0.077324 1.778958 1.756911 0.0758 0.0004 0.0329
Br 1.025400 2.751974 -0.797538 -0.0770 0.0568 0.0240
H -1.627155 2.842105 -2.085206 0.0365 0.0176 -0.0739
H -3.899624 2.279368 -1.320028 -0.1064 -0.0141 -0.1077
H -5.442137 1.903018 0.688644 0.0681 -0.1124 0.0514
H -4.729256 1.102525 2.131584 -0.0439 0.0803 -0.1729
C -4.053294 -2.149818 -0.184756 0.0121 0.3876 -0.0062
N -2.640506 -2.133609 -0.511604 0.0080 -0.3315 0.1466
C -2.126441 -1.154524 -1.314844 0.0529 -0.2084 -0.0456
O -2.825432 -0.481069 -2.045858 -0.1004 0.0293 -0.1758
C -0.647023 -1.023835 -1.267848 0.3035 0.1672 0.0137
C 0.026602 -0.672538 -2.437001 -0.1541 -0.0674 0.1777
C 1.396512 -0.538857 -2.447657 0.3192 -0.0247 0.1951
C 2.128460 -0.732057 -1.274632 -0.7872 -0.1853 0.0219
C 1.457706 -1.041927 -0.093067 0.4235 -0.0219 -0.0175
C 0.084048 -1.187530 -0.094732 -0.1706 -0.0123 -0.2848
H -0.415473 -1.401728 0.840309 -0.0462 -0.0209 0.0787
H 2.014534 -1.182897 0.821632 0.0058 0.0002 0.0421
O 3.479457 -0.672260 -1.385904 0.3124 0.1047 -0.1565
C 4.275717 -0.469608 -0.280745 0.3049 0.0247 0.3539
C 5.419345 -1.250733 -0.163695 -0.3154 0.0254 -0.1999
C 6.289898 -1.040142 0.889676 0.0090 0.0308 0.0614
C 6.024936 -0.057002 1.828128 0.0974 0.0080 0.0903
C 4.890927 0.727569 1.701001 0.0214 -0.0232 0.0291
C 4.014873 0.529581 0.649558 -0.0838 -0.0278 -0.2827
H 3.144363 1.156361 0.532007 -0.1209 0.0430 0.0007
H 4.687688 1.506668 2.420389 -0.0216 0.0699 0.0573
H 6.704093 0.102791 2.651810 0.0574 0.0150 0.0652
H 7.177055 -1.649187 0.978386 0.0675 -0.0504 -0.0012
H 5.611970 -2.010540 -0.905187 -0.0002 -0.0787 -0.0829
H 1.927721 -0.283985 -3.350673 0.0621 0.0242 -0.1177
H -0.549479 -0.515645 -3.336162 -0.0430 0.0290 -0.0887
H -2.027444 -2.561404 0.165496 -0.0184 0.0598 -0.1259
H -4.330575 -3.130623 0.200228 -0.0104 0.1292 0.0237
H -4.623117 -1.893252 -1.078240 0.0359 -0.1354 0.1171

2.
53
Properties=species:S:1:pos:R:3:forces:R:3 method="wB97M-V/def2-TZVPD" spin_multiplicity=2 total_charge=+2 homo_energy_ha="-0.4664 / -0.4663"
Ir -0.497770 0.243809 0.517364 -0.3163 0.1363 0.3453
S 1.714699 0.448668 0.404505 0.3010 0.0970 -0.0859
C 1.725530 1.905664 -0.528188 0.0903 0.0346 -0.0102
N 2.755030 2.463949 -1.154305 -0.3777 0.0082 0.0630
N 3.859441 1.801962 -1.193098 0.4062 -0.1375 -0.0338
C 4.997788 2.279376 -1.798477 -0.1955 -0.0683 0.0822
C 5.005621 3.527916 -2.444038 0.1312 0.0885 -0.0472
C 6.177225 3.943768 -3.029492 -0.1239 0.0277 0.0170
C 7.319706 3.139459 -2.974513 0.0647 0.0046 -0.0224
C 7.301404 1.901748 -2.331330 -0.0873 -0.0799 0.0653
C 6.139874 1.460513 -1.740333 0.1668 0.0329 -0.0822
N 0.582738 2.650330 -0.613746 -0.5310 -0.2464 0.2138
N -0.457083 2.078110 -0.154018 0.6128 0.3783 -0.2794
C -1.630961 2.865780 -0.045902 -0.0300 -0.0426 -0.0718
C -2.870564 2.232097 -0.142585 -0.0124 -0.0682 -0.0121
C -4.020544 2.987877 -0.010239 0.0106 0.0234 -0.0103
C -3.926211 4.356991 0.214256 -0.0329 -0.0256 -0.0146
C -2.684959 4.979026 0.295063 0.0633 0.0028 0.0032
C -1.524554 4.240757 0.162985 -0.0396 0.0298 0.0371
H 3.917511 0.860745 -0.794135 -0.0438 0.0084 0.0307
H 4.110124 4.130200 -2.474702 -0.0143 -0.0029 0.0041
H 6.214920 4.896684 -3.537829 0.0029 0.0060 -0.0004
H 8.233376 3.483110 -3.440288 0.0062 0.0010 -0.0020
H 8.192784 1.292360 -2.296934 0.0085 -0.0022 -0.0019
H 6.104247 0.503487 -1.233879 -0.0119 -0.0118 0.0054
H -2.939078 1.179154 -0.394076 0.0068 0.0027 0.0197
H -4.989306 2.519237 -0.110395 -0.0049 -0.0135 0.0018
H -4.827219 4.946414 0.313679 -0.0120 0.0061 0.0052
H -2.624281 6.044731 0.464868 0.0064 0.0072 0.0040
H -0.552392 4.705991 0.236227 0.0084 0.0023 0.0036
Cl -2.433553 -1.049412 1.781577 -0.0521 0.0048 0.1258
C -2.303616 0.005365 3.217384 -0.0702 -0.0571 -0.0160
Cl -0.853876 1.029837 3.033313 0.0615 -0.0997 -0.1140
H -2.178325 -0.624491 4.090629 0.0021 0.0348 0.0080
H -3.180045 0.640911 3.271826 0.0278 0.0122 0.0021
S 0.946921 -5.853863 0.374508 -0.0316 0.1036 -0.0936
C 0.150470 -4.498888 -0.037755 -0.0109 0.0059 0.0044
S 0.943156 -3.226592 -0.962206 0.0309 -0.0550 0.0069
C -0.495833 -2.277182 -0.895826 0.0177 -0.0139 0.0168
N -1.475839 -2.849888 -0.275227 -0.0103 0.1163 0.0214
N -1.158306 -4.062206 0.199117 0.1173 -0.1170 -0.0094
C -2.227384 -4.765851 0.875397 -0.0336 -0.0615 -0.0009
C -2.004403 -5.940783 1.583777 -0.0933 0.1593 0.0894
C -3.075947 -6.571874 2.202246 0.0000 -0.0114 0.0043
C -4.354569 -6.051486 2.124250 -0.0011 0.0007 -0.0050
C -4.566258 -4.876050 1.417530 -0.0031 0.0040 0.0212
C -3.514999 -4.231190 0.792166 0.0410 -0.1171 -0.0333
S -0.659648 -0.657795 -1.537028 -0.0726 -0.1070 -0.1693
H -1.022152 -6.360539 1.674478 0.0528 -0.0373 -0.0224
H -2.892692 -7.486926 2.748218 -0.0041 -0.0079 0.0073
H -5.182123 -6.558414 2.599868 -0.0092 -0.0055 0.0166
H -5.561745 -4.460979 1.338410 -0.0139 -0.0034 -0.0160
H -3.706317 -3.341635 0.216878 0.0023 0.0533 -0.0715

3.
58
Properties=species:S:1:pos:R:3:forces:R:3 method="wB97M-V/def2-TZVPD" spin_multiplicity=2 total_charge=-2 homo_energy_ha="-0.0774 / -0.0771"
Co -0.761812 0.331996 -1.495492 0.4208 0.3241 0.1968
O -3.278516 1.759129 2.892444 0.0232 -0.2173 -0.1623
C -3.172678 2.925250 2.245593 0.0230 0.0309 -0.1086
C -3.541986 4.080230 2.941490 0.0096 0.0059 0.0414
C -3.453947 5.324546 2.348667 -0.0021 -0.0127 -0.0103
C -2.993818 5.450935 1.041573 0.0005 0.0303 -0.0005
C -2.634040 4.310801 0.345541 0.0343 -0.0274 0.0167
C -2.717847 3.042993 0.916622 -0.1128 0.1794 -0.0773
C -2.328861 1.877991 0.078829 0.1202 -0.1472 -0.1274
O -1.874558 2.052198 -1.090883 0.1515 -0.1596 0.0378
N -2.520239 0.688051 0.636090 -0.2314 0.0716 0.3965
N -2.090370 -0.272887 -0.217977 0.1967 0.0720 -0.2591
C -2.579003 -1.442811 -0.197303 -0.2077 -0.0274 0.2104
C -2.249256 -2.291686 -1.337059 0.1679 -0.1942 -0.2372
C -2.264257 -3.679532 -1.270895 -0.0103 0.0334 0.0161
C -1.911869 -4.396735 -2.401384 -0.0055 -0.0315 -0.0140
C -1.549398 -3.709082 -3.546255 0.0112 -0.0021 -0.0159
C -1.557785 -2.320586 -3.520910 0.0140 0.0288 0.0378
N -1.922891 -1.622078 -2.453287 -0.1579 -0.2302 -0.1569
H -2.993968 1.042993 2.252352 0.0029 0.1309 0.0451
H -3.888486 3.963343 3.960847 0.0057 0.0039 -0.0022
H -3.743062 6.204607 2.912556 0.0076 0.0029 0.0017
H -2.911436 6.426218 0.578324 -0.0031 -0.0051 -0.0052
H -2.264379 4.362209 -0.670643 -0.0057 0.0043 0.0019
H -3.283500 -1.762224 0.565180 0.0549 0.0500 0.0757
H -2.503757 -4.174767 -0.338790 -0.0154 0.0186 0.0074
H -1.896749 -5.479947 -2.378556 0.0084 0.0000 0.0003
H -1.235845 -4.227174 -4.442445 0.0085 -0.0044 0.0052
H -1.211479 -1.746466 -4.369860 -0.0346 0.0057 -0.0122
O 2.707431 -0.181977 -2.540960 0.0774 0.0698 -0.0330
S 1.319934 -0.447254 -2.872927 -0.2396 0.2167 -0.1629
O 1.173026 -1.186750 -4.123544 0.0066 0.0239 -0.0171
O 0.491531 0.844333 -2.920338 -0.0703 -0.0173 0.1790
O 0.596737 -1.155191 -1.747612 -0.1510 -0.1039 0.1542
N 5.495776 -1.856011 -1.132809 -0.0418 0.0445 0.0000
C 4.503439 -1.933202 -0.129102 0.0614 0.0075 0.0108
C 3.224605 -2.367945 -0.465044 -0.0571 -0.0264 0.0445
C 2.213491 -2.326800 0.470868 -0.0250 -0.0722 -0.0733
C 2.464702 -1.874014 1.759325 -0.0401 0.0259 0.0626
C 3.748823 -1.505462 2.122093 0.0164 0.0256 0.0112
C 4.772795 -1.555307 1.184385 -0.0075 -0.0002 -0.0435
S 1.058163 -1.469069 2.771830 0.1005 0.0277 0.0271
O 0.290996 -2.672286 3.009949 -0.0476 0.0027 -0.0069
O 1.598134 -0.804066 3.950835 -0.0313 -0.0406 -0.0219
N 0.216963 -0.522156 1.824404 -0.0100 -0.0704 -0.0120
C 0.790795 0.601387 1.361285 -0.0525 0.0862 -0.0106
S 1.989298 1.561403 2.240809 0.0765 0.0692 -0.0221
C 2.068137 2.671499 0.918438 -0.0482 0.0161 -0.0001
C 1.206671 2.290380 -0.047680 0.0433 0.0046 -0.0050
N 0.491691 1.148749 0.196691 -0.0342 -0.1646 -0.0395
H 5.055981 -1.644557 -2.022110 -0.0377 0.0004 -0.0001
H 6.152149 -1.113977 -0.930101 0.0107 -0.0352 0.0135
H 2.986365 -2.614432 -1.491718 0.0469 -0.0179 0.0204
H 1.201222 -2.549329 0.163849 0.0015 0.0052 0.0193
H 3.923873 -1.114254 3.115951 -0.0103 -0.0217 -0.0042
H 5.769208 -1.217046 1.452410 0.0008 0.0012 -0.0106
H 2.756586 3.500011 0.899281 -0.0091 0.0073 0.0204
H 1.067271 2.775812 -1.002825 -0.0033 0.0022 -0.0019

4.
56
Properties=species:S:1:pos:R:3:forces:R:3 method="wB97M-V/def2-TZVPD" spin_multiplicity=1 total_charge=+1 homo_energy_ha=-0.4328
Pt 0.184384 -0.427785 0.015639 0.2069 -0.0147 0.1780
C 3.194412 -0.060047 1.281969 -0.2347 -0.2139 -0.1195
N 2.998815 0.609077 0.007943 -0.1045 0.0564 0.0728
C 3.184006 -0.021968 -1.284164 -0.2813 -0.2795 0.1322
C 1.959355 -0.188969 -2.216348 -0.0318 0.0690 0.0956
N 0.663057 -0.350104 -1.957765 0.0067 -0.1424 -0.0685
C -0.005033 -0.544295 -3.158225 0.0018 -0.0108 0.0318
C -1.347922 -0.779833 -3.430363 -0.0082 -0.0011 -0.0035
C -1.696842 -0.937355 -4.754771 0.0025 -0.0007 0.0110
C -0.740967 -0.867967 -5.780969 0.0099 -0.0036 -0.0085
C 0.593887 -0.645581 -5.514448 -0.0006 -0.0015 -0.0100
C 0.938464 -0.486498 -4.178071 -0.0118 -0.0181 -0.0009
N 2.152688 -0.261575 -3.544873 0.0575 0.0754 -0.0004
C 1.982332 -0.215605 2.231743 -0.0148 0.1052 -0.1449
N 0.680891 -0.339064 1.980971 0.0066 -0.0972 0.0462
C 0.016498 -0.545842 3.181803 0.0265 0.0067 -0.0162
C -1.329194 -0.754759 3.461730 -0.0067 -0.0027 0.0068
C -1.670309 -0.930554 4.785911 0.0059 -0.0012 -0.0085
C -0.704484 -0.904895 5.804838 0.0081 -0.0014 0.0058
C 0.632762 -0.707681 5.530701 -0.0011 -0.0008 0.0089
C 0.969321 -0.529846 4.194685 0.0132 -0.0167 -0.0028
N 2.184536 -0.318285 3.556552 0.0479 0.0704 -0.0021
H 3.972136 0.444431 1.860946 -0.0683 0.0720 0.0158
H 3.540377 -1.078661 1.103217 0.0373 0.0316 0.0246
H 3.224163 1.589136 0.022087 0.0969 -0.0575 -0.0042
H 3.562373 -1.034859 -1.140204 0.0353 0.0132 -0.0172
H 3.933452 0.520351 -1.865716 -0.0587 0.0554 -0.0082
H -2.078684 -0.860156 -2.637770 -0.0037 -0.0027 0.0152
H -2.728767 -1.130380 -5.012668 -0.0052 -0.0023 -0.0030
H -1.059260 -1.002191 -6.805205 -0.0038 0.0010 -0.0048
H 1.330770 -0.603990 -6.304454 0.0015 0.0012 -0.0080
H 3.047859 -0.174574 -3.997839 -0.0034 0.0041 0.0058
H -2.068723 -0.801197 2.675228 -0.0051 -0.0032 -0.0193
H -2.704470 -1.103820 5.048903 -0.0049 -0.0022 0.0041
H -1.017218 -1.052295 6.828984 -0.0030 0.0005 0.0046
H 1.377351 -0.698112 6.314472 0.0009 0.0003 0.0089
H 3.085147 -0.262141 4.003578 -0.0033 0.0044 -0.0041
F -2.909079 5.120523 -0.108718 0.0038 -0.0042 -0.0001
C -1.827761 4.339775 -0.089511 0.0064 -0.0407 0.0009
F -1.096273 4.612539 -1.179797 -0.0016 0.0048 -0.0022
F -1.090828 4.673091 0.980138 0.0000 0.0049 0.0010
C -2.199815 2.879797 -0.047441 0.0341 -0.0077 0.0024
C -3.511589 2.449752 -0.034039 0.0060 0.0188 -0.0030
C -3.819531 1.087848 0.003252 0.0094 -0.0366 0.0019
C -2.792274 0.173560 0.026782 0.0041 0.0745 -0.0041
N -1.529092 0.616141 0.015710 -0.0510 0.0951 -0.0276
C -1.196362 1.911901 -0.020900 -0.0863 -0.0651 0.0225
S 0.533383 1.952963 -0.020320 0.3270 -0.1169 -0.0189
H -4.305832 3.183843 -0.053845 -0.0052 -0.0043 0.0005
H -4.844787 0.750642 0.012555 -0.0009 -0.0066 0.0024
H -2.922083 -0.901473 0.054610 -0.0265 0.0098 -0.0019
O 1.673917 -1.848956 0.013018 0.1060 0.5548 -0.0647
Se 0.664755 -3.252470 0.024882 -0.0843 -0.1354 0.0035
O 0.727054 -3.968441 -1.394692 0.0084 0.0352 0.0174
O -0.726322 -2.244508 0.149885 0.0599 -0.1273 -0.1240
O 0.915381 -4.078646 1.360387 -0.0199 0.0544 -0.0191

5.
60
Properties=species:S:1:pos:R:3:forces:R:3 method="wB97M-V/def2-TZVPD" spin_multiplicity=1 total_charge=-1 homo_energy_ha=-0.1624
Pt -0.376872 0.321886 -1.097186 -0.4706 -0.4649 -0.3971
C -4.274036 3.602446 0.584351 -0.0244 0.0392 -0.0106
S -4.338426 2.840384 -1.055011 -0.0226 -0.0177 0.0224
C -2.710752 2.131219 -1.052956 0.3196 0.4356 0.0049
S -2.657821 0.424010 -0.967488 0.2718 -0.1714 -0.0645
N -1.706545 2.973890 -1.111861 -0.2752 -0.4698 0.0407
N -0.501978 2.295457 -1.130402 -1.1019 -0.5675 0.0859
C 0.579206 2.939741 -1.218567 1.1807 0.3515 -0.0319
C 1.813350 2.127200 -1.300851 -0.5304 0.5623 0.0737
C 3.071822 2.669154 -1.359897 0.4650 0.2570 0.0214
C 4.172066 1.818920 -1.425839 -0.0019 0.2851 0.0128
C 3.969976 0.457848 -1.445609 -0.1286 -0.2239 0.0099
C 2.664749 -0.020936 -1.394743 0.1321 -0.0693 -0.1100
N 1.626888 0.798148 -1.325341 -0.0413 -0.4602 0.1967
H -5.249366 4.063235 0.735676 0.0146 0.0029 0.0449
H -3.496995 4.359608 0.617740 0.0352 0.0344 0.0277
H -4.096616 2.843014 1.342213 0.0144 0.0363 0.0273
H 0.579874 4.023976 -1.220437 0.0757 -0.0289 -0.0343
H 3.187637 3.745669 -1.333325 0.0334 -0.0689 -0.0028
H 5.175419 2.224652 -1.456766 -0.0341 0.0175 0.0000
H 4.797065 -0.236681 -1.490163 -0.0327 -0.0055 -0.0147
H 2.423818 -1.076238 -1.423890 -0.0283 -0.0170 0.0485
C -0.146480 -3.565119 -5.044152 -0.0093 -0.0153 0.0402
C -0.752114 -2.331683 -4.846547 -0.0004 0.0631 0.0465
C -0.763602 -1.721373 -3.598596 0.0304 -0.0145 -0.1399
C -0.166673 -2.333246 -2.484630 0.1165 0.0458 0.3436
C 0.451548 -3.584492 -2.703098 0.0029 -0.0079 -0.0428
C 0.459105 -4.180721 -3.952644 -0.0048 0.0552 0.0382
N -0.124923 -1.722984 -1.232326 0.0624 -0.1134 -0.3134
C -0.111611 -2.586348 -0.107162 -0.0397 0.2461 -0.1747
C 0.839792 -2.451392 0.898605 0.1600 0.0506 0.0148
C 0.840519 -3.292701 2.003839 0.0021 -0.0094 -0.0415
C -0.105621 -4.300397 2.119508 -0.0234 0.0139 -0.0539
C -1.064578 -4.442863 1.121998 0.0138 0.0707 -0.0644
C -1.069421 -3.592937 0.025639 -0.1333 -0.1063 0.0929
H -0.150124 -4.038048 -6.018808 0.0142 0.0244 0.0263
H -1.238464 -1.832670 -5.679021 0.0208 -0.0022 0.0492
H -1.249871 -0.764077 -3.470312 -0.0264 0.0322 0.0159
H 0.938495 -4.074050 -1.868623 -0.0143 -0.0330 -0.0286
H 0.959596 -5.135335 -4.079478 -0.0363 0.0154 0.0248
H 1.576996 -1.660009 0.818117 -0.1455 -0.1718 -0.0239
H 1.577893 -3.149312 2.785408 -0.0209 -0.0250 -0.0687
H -0.106826 -4.957457 2.981061 -0.0087 0.0271 -0.0164
H -1.828801 -5.206584 1.209134 0.0157 -0.0016 -0.0123
H -1.830698 -3.688442 -0.740845 0.0311 -0.0250 0.0228
F 2.503758 0.009339 1.876838 0.2775 0.0281 -0.0144
C 1.819937 0.314893 2.991313 -0.0670 0.1805 0.1387
F 2.561105 1.159725 3.709250 0.0827 -0.0656 -0.0193
F 1.637820 -0.799218 3.690447 0.1032 -0.0559 0.1108
S 0.232520 1.064439 2.475296 -0.2476 0.1576 0.1180
O 0.653982 2.175388 1.650095 -0.1448 -0.1552 0.0953
O -0.484692 -0.015775 1.848874 0.0855 0.4792 0.3546
N -0.251546 1.477912 3.926484 -0.2065 -0.0762 -0.4438
S -1.598042 2.247994 4.217853 0.1869 -0.3005 -0.0336
O -2.627808 2.085584 3.227339 0.1175 0.0095 0.1084
O -1.912960 2.117460 5.609000 -0.0450 -0.0095 -0.0740
C -1.114091 4.018730 4.065718 0.0087 -0.0187 -0.0770
F 0.056014 4.256821 4.659100 0.0619 0.0658 0.0938
F -2.045228 4.776959 4.655517 -0.0552 0.1452 -0.0028
F -1.017385 4.395366 2.790145 -0.0153 0.0396 -0.0404